Record 1
A 6-piece molecular cluster, C18H43ClN5O8 overall at a distorted geometry. Source: the OMol25 dataset; level of theory: ωB97M-V/def2-TZVPD.

LUMO level, eV: 2.01
Total energy, eV: -55708.584
Spin multiplicity: 1
E_HOMO, eV: -5.5
Gap between HOMO and LUMO, eV: 7.504
Charge: -1

Bonds (Å) are listed after each position.
CARTESIAN COORDINATES (ANGSTROEM)
1 Cl 1.003 0.948 1.183  O2 1.450, O3 1.439, O4 1.412, O5 1.400
2 O 1.424 0.746 2.556  Cl1 1.450
3 O 2.003 0.368 0.326  Cl1 1.439
4 O -0.239 0.318 0.955  Cl1 1.412
5 O 0.892 2.310 0.880  Cl1 1.400
6 C -6.168 4.578 -0.698  C7 1.505, H13 1.090, H14 1.090, H15 1.090
7 C -5.170 5.701 -0.780  C6 1.505, N8 1.515, H16 1.090, H17 1.090
8 N -5.751 7.030 -1.220  C7 1.515, C9 1.478, C11 1.495
9 C -6.976 7.514 -0.550  N8 1.478, C10 1.516, H18 1.090, H19 1.090
10 C -6.598 7.817 0.886  C9 1.516, H20 1.090, H21 1.090, H22 1.090
11 C -6.032 7.053 -2.688  N8 1.495, C12 1.596, H23 1.090, H24 1.090
12 C -4.735 6.955 -3.615  C11 1.596, H25 1.090, H26 1.090, H27 1.090
13 H -5.660 3.748 -0.209  C6 1.090
14 H -6.342 4.201 -1.706  C6 1.090
15 H -7.186 4.800 -0.378  C6 1.090
16 H -4.729 5.849 0.205  C7 1.090
17 H -4.481 5.284 -1.514  C7 1.090
18 H -7.305 8.457 -0.986  C9 1.090
19 H -7.811 6.813 -0.543  C9 1.090
20 H -5.851 8.608 0.819  C10 1.090
21 H -7.418 8.213 1.486  C10 1.090
22 H -6.231 6.923 1.390  C10 1.090
23 H -6.495 7.998 -2.972  C11 1.090
24 H -6.724 6.247 -2.933  C11 1.090
25 H -4.462 5.901 -3.663  C12 1.090
26 H -3.910 7.484 -3.137  C12 1.090
27 H -4.902 7.173 -4.670  C12 1.090
28 C 8.122 -2.141 2.459  O29 1.257, N30 1.341, H33 1.101
29 O 8.119 -3.396 2.518  C28 1.257
30 N 9.156 -1.420 1.999  C28 1.341, C31 1.444, C32 1.454
31 C 9.014 0.010 1.857  N30 1.444, H34 1.090, H35 1.090, H36 1.090
32 C 10.454 -1.982 1.662  N30 1.454, H37 1.090, H38 1.090, H39 1.090
33 H 7.275 -1.502 2.753  C28 1.101
34 H 9.034 0.166 0.778  C31 1.090
35 H 9.787 0.644 2.291  C31 1.090
36 H 8.063 0.434 2.179  C31 1.090
37 H 10.574 -1.883 0.584  C32 1.090
38 H 11.244 -1.345 2.060  C32 1.090
39 H 10.473 -3.055 1.856  C32 1.090
40 C 2.981 -6.588 7.686  O41 1.237, N42 1.370, H45 1.101
41 O 3.566 -6.598 6.596  C40 1.237
42 N 2.641 -5.424 8.323  C40 1.370, C43 1.444, C44 1.462
43 C 2.060 -5.414 9.645  N42 1.444, H46 1.090, H47 1.090, H48 1.090
44 C 2.673 -4.092 7.720  N42 1.462, H49 1.090, H50 1.090, H51 1.090
45 H 2.648 -7.458 8.273  C40 1.101
46 H 2.708 -4.882 10.341  C43 1.090
47 H 1.915 -6.401 10.084  C43 1.090
48 H 1.035 -5.069 9.506  C43 1.090
49 H 3.297 -3.405 8.291  C44 1.090
50 H 2.990 -4.050 6.678  C44 1.090
51 H 1.671 -3.692 7.568  C44 1.090
52 C 1.233 -5.855 -0.565  O53 1.249, N54 1.345, H57 1.101
53 O 2.287 -6.325 -0.086  C52 1.249
54 N 0.529 -6.369 -1.590  C52 1.345, C55 1.485, C56 1.446
55 C -0.683 -5.638 -2.039  N54 1.485, H58 1.090, H59 1.090, H60 1.090
56 C 0.985 -7.507 -2.359  N54 1.446, H61 1.090, H62 1.090, H63 1.090
57 H 0.749 -4.974 -0.115  C52 1.101
58 H -1.069 -5.017 -1.230  C55 1.090
59 H -1.529 -6.299 -2.228  C55 1.090
60 H -0.400 -5.032 -2.899  C55 1.090
61 H 1.892 -8.030 -2.059  C56 1.090
62 H 0.172 -8.232 -2.391  C56 1.090
63 H 1.128 -7.198 -3.395  C56 1.090
64 C -1.104 -0.225 -7.974  O65 1.247, N66 1.342, H69 1.101
65 O 0.123 -0.382 -8.132  C64 1.247
66 N -1.629 0.341 -6.876  C64 1.342, C67 1.474, C68 1.447
67 C -3.074 0.624 -6.846  N66 1.474, H70 1.090, H71 1.090, H72 1.090
68 C -0.874 0.834 -5.744  N66 1.447, H73 1.090, H74 1.090, H75 1.090
69 H -1.893 -0.397 -8.723  C64 1.101
70 H -3.494 0.294 -5.896  C67 1.090
71 H -3.610 0.195 -7.693  C67 1.090
72 H -3.196 1.706 -6.913  C67 1.090
73 H -1.051 1.910 -5.758  C68 1.090
74 H -1.336 0.443 -4.838  C68 1.090
75 H 0.197 0.636 -5.781  C68 1.090

Record 2
A 10-piece molecular cluster, C18H44BrN10O18 overall at a distorted geometry. Source: the OMol25 dataset; level of theory: ωB97M-V/def2-TZVPD.

LUMO level, eV: -5.11
Total energy, eV: -141142.158
Spin multiplicity: 1
E_HOMO, eV: -12.2
Gap between HOMO and LUMO, eV: 7.108
Charge: +1

Bonds (Å) are listed after each position.
CARTESIAN COORDINATES (ANGSTROEM)
1 C -1.758 2.644 2.121  C2 1.195, H12 1.067
2 C -1.342 1.825 1.358  C1 1.195, N3 1.405
3 N -0.892 1.074 0.259  C2 1.405, Br4 1.911, C5 1.536, C8 1.540
4 Br 0.989 1.384 0.123  N3 1.911
5 C -1.538 1.516 -1.063  N3 1.536, C6 1.527, H13 1.089, H14 1.089
6 C -2.009 2.967 -1.117  C5 1.527, C7 1.543, H15 1.095, H16 1.091
7 C -3.478 3.149 -0.682  C6 1.543, H17 1.090, H18 1.087, H19 1.092
8 C -1.274 -0.394 0.522  N3 1.540, C9 1.518, H20 1.094, H21 1.090
9 C -0.242 -1.257 1.225  C8 1.518, C10 1.548, C11 1.582, H22 1.089
10 C 0.079 -0.808 2.671  C9 1.548, H23 1.088, H24 1.092, H25 1.095
11 C -0.913 -2.686 1.339  C9 1.582, H26 1.088, H27 1.083, H28 1.095
12 H -2.306 3.175 2.867  C1 1.067
13 H -0.771 1.386 -1.825  C5 1.089
14 H -2.367 0.866 -1.339  C5 1.089
15 H -1.973 3.253 -2.173  C6 1.095
16 H -1.341 3.665 -0.610  C6 1.091
17 H -4.166 2.788 -1.446  C7 1.090
18 H -3.681 4.197 -0.477  C7 1.087
19 H -3.671 2.610 0.248  C7 1.092
20 H -2.151 -0.356 1.174  C8 1.094
21 H -1.591 -0.898 -0.392  C8 1.090
22 H 0.659 -1.421 0.636  C9 1.089
23 H 0.370 -1.656 3.288  C10 1.088
24 H -0.754 -0.290 3.150  C10 1.092
25 H 0.957 -0.153 2.660  C10 1.095
26 H -0.590 -3.278 0.484  C11 1.088
27 H -0.659 -3.170 2.274  C11 1.083
28 H -1.995 -2.554 1.237  C11 1.095
29 C 2.389 4.323 1.836  N30 1.488, H33 1.085, H34 1.086, H35 1.086
30 N 3.055 4.114 3.150  C29 1.488, O31 1.213, O32 1.212
31 O 4.219 3.773 3.141  N30 1.213
32 O 2.378 4.298 4.138  N30 1.212
33 H 3.107 4.124 1.047  C29 1.085
34 H 1.552 3.633 1.787  C29 1.086
35 H 2.048 5.354 1.799  C29 1.086
36 C -8.168 4.385 0.087  N37 1.488, H40 1.084, H41 1.086, H42 1.086
37 N -6.777 4.715 -0.328  C36 1.488, O38 1.210, O39 1.218
38 O -6.592 5.078 -1.467  N37 1.210
39 O -5.906 4.597 0.515  N37 1.218
40 H -8.824 4.536 -0.762  C36 1.084
41 H -8.173 3.347 0.409  C36 1.086
42 H -8.428 5.047 0.907  C36 1.086
43 C 6.771 4.179 5.505  N44 1.489, H47 1.083, H48 1.086, H49 1.086
44 N 8.183 4.482 5.144  C43 1.489, O45 1.214, O46 1.212
45 O 8.406 4.855 4.010  N44 1.214
46 O 9.014 4.334 6.013  N44 1.212
47 H 6.146 4.354 4.638  C43 1.083
48 H 6.729 3.138 5.812  C43 1.086
49 H 6.495 4.836 6.325  C43 1.086
50 C -4.659 0.710 4.686  N51 1.489, H54 1.084, H55 1.086, H56 1.086
51 N -5.350 0.570 3.374  C50 1.489, O52 1.210, O53 1.217
52 O -6.287 1.301 3.145  N51 1.210
53 O -4.909 -0.271 2.614  N51 1.217
54 H -5.141 1.496 5.256  C50 1.084
55 H -4.724 -0.241 5.205  C50 1.086
56 H -3.624 0.961 4.469  C50 1.086
57 C 3.309 -3.709 -1.626  N58 1.485, H61 1.083, H62 1.087, H63 1.085
58 N 2.147 -3.519 -0.720  C57 1.485, O59 1.223, O60 1.209
59 O 1.137 -3.003 -1.175  N58 1.223
60 O 2.269 -3.891 0.424  N58 1.209
61 H 3.044 -3.326 -2.604  C57 1.083
62 H 4.145 -3.157 -1.206  C57 1.087
63 H 3.525 -4.771 -1.674  C57 1.085
64 C 4.581 -8.400 -2.613  N65 1.486, H68 1.091, H69 1.087, H70 1.086
65 N 4.225 -6.991 -2.303  C64 1.486, O66 1.221, O67 1.215
66 O 3.752 -6.322 -3.207  N65 1.221
67 O 4.423 -6.595 -1.171  N65 1.215
68 H 4.341 -8.587 -3.661  C64 1.091
69 H 5.644 -8.517 -2.416  C64 1.087
70 H 3.993 -9.033 -1.954  C64 1.086
71 C 1.506 -8.302 -6.649  N72 1.488, H75 1.084, H76 1.086, H77 1.087
72 N 2.124 -8.536 -5.315  C71 1.488, O73 1.217, O74 1.211
73 O 3.279 -8.919 -5.283  N72 1.217
74 O 1.437 -8.327 -4.340  N72 1.211
75 H 2.241 -8.530 -7.412  C71 1.084
76 H 0.643 -8.957 -6.725  C71 1.086
77 H 1.209 -7.257 -6.692  C71 1.087
78 C 2.992 -4.016 -5.222  N79 1.487, H82 1.084, H83 1.087, H84 1.085
79 N 2.914 -4.582 -6.596  C78 1.487, O80 1.209, O81 1.217
80 O 3.934 -4.638 -7.243  N79 1.209
81 O 1.819 -4.957 -6.969  N79 1.217
82 H 4.019 -3.732 -5.023  C78 1.084
83 H 2.333 -3.152 -5.186  C78 1.087
84 H 2.661 -4.790 -4.538  C78 1.085
85 C -3.859 7.230 1.300  N86 1.489, H89 1.084, H90 1.087, H91 1.086
86 N -4.239 8.631 1.628  C85 1.489, O87 1.211, O88 1.213
87 O -4.781 9.283 0.762  N86 1.211
88 O -3.975 9.017 2.747  N86 1.213
89 H -4.151 7.020 0.278  C85 1.084
90 H -2.782 7.150 1.424  C85 1.087
91 H -4.382 6.579 1.995  C85 1.086

- What is the charge in the second record?
  +1